33
Properties=species:S:1:pos:R:3 method="wB97M-V/def2-TZVPD" e_tot_ha=-840.74534 smiles=O.O.O.O.O.O.O.O.O.O.O gap_ha=0.366 largest_force_ev_per_a=3.63 e_lumo_ha=-0.0151 de_lowest_ev=3.668 homo_energy_ev=-10.4
O -0.04 -0.77 0.04
H 0.22 0.05 0.49
H 0.18 -0.61 -0.88
O -3.14 -1.03 -2.55
H -3.57 -0.62 -1.79
H -2.59 -0.32 -2.91
O -0.62 -3.17 -5.15
H 0.18 -2.74 -4.84
H -1.15 -3.29 -4.35
O -0.68 -1.86 1.75
H -1.52 -1.45 1.49
H -0.31 -2.17 0.92
O 0.55 3.17 2.28
H 1.22 2.51 2.48
H 0.53 3.20 1.31
O 2.89 2.69 2.68
H 3.69 3.18 2.43
H 2.47 3.26 3.33
O 1.09 0.55 3.31
H 1.75 0.22 3.93
H 0.36 0.84 3.87
O -4.59 -0.43 0.25
H -3.71 -0.81 0.14
H -4.99 -0.96 0.95
O -2.39 1.54 -0.84
H -3.18 1.03 -0.62
H -1.94 1.66 0.01
O 3.12 0.25 -2.94
H 3.12 1.21 -2.95
H 2.24 0.01 -2.65
O 3.76 -1.20 1.03
H 4.39 -1.36 0.32
H 2.99 -0.84 0.57

39
Properties=species:S:1:pos:R:3 method="wB97M-V/def2-TZVPD" e_tot_ha=-1995.73723 gap_ha=0.076 largest_force_ev_per_a=1.89 e_lumo_ha=-0.1250 homo_energy_ev=-5.5
S 2.58 3.06 -3.74
C 3.59 2.86 -2.29
C 3.30 1.90 -1.31
C 4.09 1.72 -0.21
C 5.19 2.55 -0.12
N 5.35 3.43 -1.09
Cl 6.73 4.46 -0.94
N 4.64 3.64 -2.16
H 3.23 2.20 -4.55
H 2.41 1.28 -1.46
H 3.88 0.98 0.54
H 5.87 2.52 0.71
C -3.28 -1.61 3.53
Si -2.59 -1.79 1.78
C -4.05 -2.35 0.70
C -1.34 -3.21 1.85
N -1.92 -0.32 1.29
Si -1.20 -0.07 -0.21
C -2.38 -0.29 -1.66
C 0.33 -1.16 -0.50
C -0.58 1.72 -0.30
H -3.72 -2.55 3.87
H -2.48 -1.34 4.23
H -4.05 -0.84 3.57
H -4.58 -3.18 1.18
H -3.72 -2.69 -0.28
H -4.76 -1.53 0.57
H -0.45 -2.91 2.40
H -1.04 -3.54 0.85
H -1.77 -4.08 2.36
H -2.64 -1.34 -1.82
H -1.93 0.07 -2.59
H -3.30 0.27 -1.50
H 1.01 -1.10 0.36
H 0.88 -0.81 -1.39
H 0.06 -2.20 -0.67
H 0.15 1.92 0.48
H -1.41 2.43 -0.19
H -0.11 1.90 -1.28

24
Properties=species:S:1:pos:R:3 method="wB97M-V/def2-TZVPD" e_tot_ha=-701.14889 gap_ha="0.201 / 0.150" charge=+1 spin_multiplicity=3 largest_force_ev_per_a=1.01 e_lumo_ha="-0.2785 / -0.3296" de_lowest_ev=3.481 s_squared=2.005 homo_energy_ev="-13.1 / -13.1"
Pd 1.76 -20.42 -19.35
C -1.89 -17.07 -20.30
O -0.86 -17.52 -19.53
H -1.51 -16.52 -21.15
H -2.50 -17.85 -20.77
H -2.54 -16.42 -19.71
O -1.77 -15.96 -15.01
H -1.46 -16.35 -15.83
H -2.73 -16.03 -15.05
O -3.75 -13.58 -23.80
H -3.20 -14.10 -24.39
H -3.41 -12.69 -23.88
O -4.05 -20.03 -23.92
H -3.50 -20.07 -24.70
H -3.46 -20.24 -23.20
O -5.62 -14.40 -16.29
H -5.59 -13.47 -16.08
H -5.08 -14.48 -17.08
O -6.90 -17.27 -22.02
H -6.32 -18.03 -22.08
H -6.31 -16.52 -21.95
O 1.07 -13.81 -23.27
H 1.10 -14.75 -23.09
H 1.01 -13.41 -22.40

44
Properties=species:S:1:pos:R:3 method="wB97M-V/def2-TZVPD" e_tot_ha=-883.99608 smiles="C=CCN(CC=C)C(=O)CCC(=O)N(CC=C)CC=C" gap_ha=0.371 largest_force_ev_per_a=0.52 e_lumo_ha=0.0332 de_lowest_ev=3.663 homo_energy_ev=-9.2
C 3.92 -1.46 0.20
C 2.70 -0.98 0.34
C 1.47 -1.83 0.36
N 0.51 -1.42 -0.66
C 1.09 -1.08 -1.95
C 1.71 -2.28 -2.60
C 2.94 -2.30 -3.09
C -0.83 -1.46 -0.55
O -1.55 -1.06 -1.46
C -1.46 -1.97 0.73
C -2.05 -0.79 1.51
C -0.98 0.28 1.66
O -0.05 0.11 2.43
N -1.08 1.39 0.90
C -0.06 2.42 1.07
C 0.95 2.40 -0.04
C 2.24 2.57 0.14
C -2.14 1.71 -0.03
C -3.31 2.35 0.66
C -3.87 3.48 0.28
H 4.79 -0.83 0.23
H 4.11 -2.51 0.05
H 2.53 0.07 0.50
H 1.74 -2.89 0.22
H 1.02 -1.69 1.35
H 1.82 -0.28 -1.84
H 0.25 -0.73 -2.57
H 1.08 -3.16 -2.65
H 3.35 -3.18 -3.56
H 3.58 -1.44 -3.04
H -2.27 -2.64 0.44
H -0.76 -2.53 1.35
H -2.33 -1.12 2.52
H -2.95 -0.42 1.01
H 0.43 2.26 2.03
H -0.57 3.40 1.09
H 0.55 2.22 -1.03
H 2.94 2.56 -0.69
H 2.66 2.74 1.11
H -2.45 0.81 -0.57
H -1.74 2.40 -0.78
H -3.68 1.83 1.53
H -4.71 3.91 0.79
H -3.52 4.02 -0.59

46
Properties=species:S:1:pos:R:3 method="wB97M-V/def2-TZVPD" e_tot_ha=-1962.11055 gap_ha=0.236 largest_force_ev_per_a=2.16 e_lumo_ha=-0.0483 de_lowest_ev=0.000 homo_energy_ev=-7.7
C -2.20 -1.01 3.16
C -1.30 -1.97 2.69
C -0.46 -1.68 1.60
C -0.46 -0.41 1.05
C -1.31 0.58 1.56
C -2.21 0.26 2.59
C 0.40 -2.82 1.13
C 0.83 -2.86 -0.34
N -0.12 -2.28 -1.32
Sn 0.97 0.12 -0.62
C -1.26 2.01 1.06
P -0.74 2.07 -0.70
H -1.24 -2.95 3.15
H -2.90 1.03 2.93
H -2.88 -1.25 3.97
H -0.50 2.57 1.63
H -2.24 2.52 1.15
H 1.33 -2.83 1.71
H -0.11 -3.77 1.34
H 1.78 -2.31 -0.47
C -0.08 3.73 -0.96
C -2.23 1.76 -1.69
H 1.06 -3.91 -0.63
C -1.56 -2.45 -1.06
C 0.25 -2.69 -2.69
H 2.52 1.25 -2.68
H -2.06 -2.80 -1.98
H -1.76 -3.16 -0.25
H -2.02 -1.48 -0.80
H -0.59 -3.22 -3.16
H 0.48 -1.81 -3.30
H 1.13 -3.35 -2.69
H -2.92 2.61 -1.58
H -1.94 1.65 -2.75
H -2.73 0.83 -1.36
H -0.75 4.46 -0.50
H 0.93 3.79 -0.51
H 0.01 3.91 -2.04
H 2.49 1.40 -3.43
F 5.26 2.76 0.86
Te 3.47 2.07 1.01
F 3.00 3.23 -0.44
F 3.92 0.73 -0.30
F 4.03 0.89 2.40
F 2.97 3.44 2.24
O 1.76 1.34 1.02

121
Properties=species:S:1:pos:R:3 method="wB97M-V/def2-TZVPD" e_tot_ha=-3661.47765 gap_ha=0.306 charge=+1 largest_force_ev_per_a=1.27 e_lumo_ha=-0.1156 homo_energy_ev=-11.5
C -1.59 2.93 3.15
C -2.00 2.34 2.20
C -2.42 1.63 1.00
C -1.19 1.13 0.32
N -0.65 1.78 -0.70
C 0.49 1.09 -1.08
C 0.62 0.04 -0.26
C 1.72 -0.98 -0.25
C 2.89 -0.44 0.60
O 3.68 -1.46 1.14
C 3.72 0.63 -0.13
F 5.02 0.46 0.10
F 3.55 0.62 -1.47
F 3.36 1.85 0.28
N -0.46 0.06 0.63
B -0.75 -0.91 1.77
N -1.93 -1.74 1.83
O 0.21 -0.91 2.75
H -0.96 3.36 3.89
H -3.09 0.82 1.25
H -2.98 2.29 0.34
H -1.04 2.63 -1.09
H 1.16 1.36 -1.87
H 2.04 -1.17 -1.27
H 1.36 -1.89 0.22
H 2.42 0.08 1.44
H 3.38 -1.62 2.04
H -2.73 -1.14 2.02
H -2.09 -2.19 0.93
H -0.08 -0.31 3.45
C -5.44 -2.87 -2.46
C -4.99 -1.44 -2.34
C -4.10 -1.20 -1.16
O -4.37 0.18 -0.84
C -5.64 0.44 -1.28
O -6.24 1.43 -1.00
O -6.09 -0.55 -2.06
H -6.12 -3.15 -1.66
H -5.97 -3.03 -3.40
H -4.58 -3.54 -2.44
H -4.52 -1.11 -3.27
H -3.04 -1.33 -1.40
H -4.35 -1.82 -0.29
C 8.10 1.13 0.32
C 9.13 1.08 1.42
C 8.56 1.19 2.82
O 9.63 1.81 3.54
C 10.37 2.52 2.65
O 11.21 3.31 2.94
O 10.00 2.22 1.38
H 7.66 2.13 0.25
H 8.57 0.92 -0.64
H 7.31 0.40 0.49
H 9.75 0.18 1.32
H 8.32 0.22 3.26
H 7.69 1.84 2.87
C 12.41 4.33 5.33
C 13.45 4.30 6.43
C 12.89 4.43 7.82
O 13.96 5.07 8.53
C 14.68 5.78 7.62
O 15.52 6.57 7.90
O 14.31 5.45 6.36
H 11.96 5.32 5.25
H 12.86 4.11 4.37
H 11.62 3.60 5.51
H 14.07 3.41 6.33
H 12.66 3.47 8.28
H 12.01 5.07 7.87
C -9.79 3.86 -1.53
C -10.21 2.67 -2.35
C -9.16 1.60 -2.48
O -9.47 1.02 -3.76
C -10.09 1.98 -4.50
O -10.30 1.89 -5.66
O -10.43 3.04 -3.72
H -9.01 4.43 -2.05
H -10.63 4.54 -1.37
H -9.41 3.55 -0.55
H -11.15 2.26 -1.96
H -9.23 0.84 -1.70
H -8.15 1.99 -2.51
C -3.15 -8.56 -4.67
C -3.15 -7.89 -3.32
C -4.49 -7.32 -2.91
O -4.09 -6.21 -2.08
C -2.87 -5.82 -2.48
O -2.35 -4.80 -2.12
O -2.32 -6.71 -3.33
H -3.28 -7.83 -5.47
H -2.19 -9.06 -4.85
H -3.94 -9.31 -4.74
H -2.76 -8.57 -2.56
H -5.09 -8.02 -2.35
H -5.07 -6.93 -3.75
C -6.06 -2.73 3.83
C -6.53 -3.90 2.99
C -5.50 -4.99 2.81
O -5.86 -5.53 1.53
C -6.47 -4.55 0.83
O -6.72 -4.60 -0.34
O -6.76 -3.49 1.63
H -5.28 -2.17 3.31
H -6.88 -2.04 4.03
H -5.66 -3.08 4.79
H -7.47 -4.29 3.39
H -5.57 -5.76 3.57
H -4.48 -4.61 2.76
C 2.16 4.23 -6.15
C 1.52 3.70 -4.89
C 1.49 2.19 -4.79
O 0.30 1.96 -4.01
C -0.53 3.02 -4.21
O -1.66 3.04 -3.85
O 0.11 4.02 -4.85
H 1.55 4.01 -7.02
H 2.26 5.32 -6.09
H 3.15 3.81 -6.29
H 1.99 4.14 -4.01
H 2.37 1.79 -4.29
H 1.37 1.70 -5.76

23
Properties=species:S:1:pos:R:3 method="wB97M-V/def2-TZVPD" e_tot_ha=-591.75192 smiles="O=C1CCCC2(CC2)[C@@H]1[N+](=O)[O-]" gap_ha=0.367 largest_force_ev_per_a=4.03 e_lumo_ha=0.0064 de_lowest_ev=4.760 homo_energy_ev=-9.8
O -0.44 -2.93 -0.20
C -0.54 -1.76 -0.02
C -1.04 -1.23 1.27
C -0.33 0.04 1.86
C -0.25 1.11 0.87
C 0.50 0.52 -0.34
C 1.94 0.48 -0.14
C 1.41 1.48 -1.09
C -0.14 -0.62 -1.14
N -1.49 -0.31 -1.89
O -1.88 -1.19 -2.62
O -2.04 0.75 -1.67
H -2.11 -0.97 0.98
H -1.05 -1.92 2.03
H -0.85 0.26 2.90
H 0.76 -0.26 2.16
H -1.25 1.34 0.51
H 0.38 1.93 1.09
H 2.57 -0.42 -0.53
H 2.32 0.79 0.84
H 1.44 2.52 -0.80
H 1.62 1.38 -2.07
H 0.47 -1.01 -2.00

13
Properties=species:S:1:pos:R:3 method="wB97M-V/def2-TZVPD" e_tot_ha=-742.17796 gap_ha="0.252 / 0.333" largest_force_ev_per_a=3.24 e_lumo_ha="-0.0153 / 0.0018" de_lowest_ev=5.041 homo_energy_ev="-7.3 / -9.0"
C -0.69 1.31 -0.45
C -1.37 0.23 0.01
C 0.66 0.73 -0.97
N 0.35 -0.71 -0.86
N -0.83 -0.94 -0.27
N 0.06 -0.95 1.94
Cl 1.62 -1.50 1.52
H -0.68 2.41 -0.42
H -2.29 0.24 0.51
H 0.85 1.12 -1.94
H 1.45 1.22 -0.32
H 1.16 -1.29 -0.91
H -0.29 -1.87 2.16

9
Properties=species:S:1:pos:R:3 method="wB97M-V/def2-TZVPD" e_tot_ha=-391.51962 gap_ha="0.250 / 0.336" spin_multiplicity=3 largest_force_ev_per_a=6.34 e_lumo_ha="0.0056 / -0.0588" de_lowest_ev=3.190 s_squared=2.007 homo_energy_ev="-6.7 / -10.8"
N -1.15 -0.77 -0.18
N -0.68 0.33 -0.56
N 1.63 -0.03 -0.05
O 1.46 -1.14 0.43
O 2.51 0.78 0.02
O -1.00 1.21 0.44
H -1.35 -1.04 0.73
H -0.82 -1.45 -0.89
H -0.61 2.11 0.06

45
Properties=species:S:1:pos:R:3 method="wB97M-V/def2-TZVPD" e_tot_ha=-2930.71585 gap_ha="0.292 / 0.180" charge=+2 spin_multiplicity=2 largest_force_ev_per_a=3.78 e_lumo_ha="-0.2690 / -0.3810" de_lowest_ev=0.369 s_squared=0.763 homo_energy_ev="-15.3 / -15.3"
Ti -0.10 -0.32 0.91
P -2.63 -0.38 0.25
C -2.18 -1.41 -1.23
C -1.16 -0.67 -2.08
N -0.20 0.01 -1.39
C 0.86 0.51 -2.06
C 0.92 0.42 -3.46
C -0.06 -0.27 -4.17
C -1.10 -0.86 -3.46
C 2.05 1.05 -1.31
P 2.26 0.42 0.43
H -1.84 -1.50 -3.91
H 1.80 0.83 -3.94
H 0.03 -0.40 -5.24
H 2.96 0.76 -1.86
H 2.01 2.15 -1.25
H -1.59 -2.27 -0.72
H -3.06 -1.71 -1.81
H 2.30 -1.57 4.14
O -0.24 -2.16 0.36
H 0.47 -2.77 0.09
H 1.31 -1.32 2.62
O 1.81 -1.02 3.53
H 0.97 -0.53 3.87
C 3.63 -0.78 0.34
H 4.55 -0.30 -0.04
H 3.84 -1.14 1.37
H 3.36 -1.62 -0.29
C 3.03 1.83 1.27
H 2.92 1.68 2.35
H 4.10 1.89 1.02
H 2.54 2.76 0.99
C -3.54 0.98 -0.55
H -4.54 0.62 -0.81
H -3.59 1.81 0.17
H -3.00 1.31 -1.45
C -3.85 -1.22 1.28
H -3.99 -0.60 2.17
H -4.80 -1.33 0.75
H -3.46 -2.20 1.59
O -0.05 -0.26 2.64
Cl -0.66 2.16 2.43
O -2.10 2.46 2.72
O 0.45 3.01 2.98
O -0.46 1.95 0.78

10
Properties=species:S:1:pos:R:3 method="wB97M-V/def2-TZVPD" e_tot_ha=-913.25131 gap_ha="0.103 / 0.273" charge=-1 spin_multiplicity=2 largest_force_ev_per_a=3.12 e_lumo_ha="0.1197 / 0.1195" de_lowest_ev=1.109 s_squared=0.753 homo_energy_ev="0.5 / -4.2"
S 0.55 0.71 1.36
S -1.54 0.54 1.23
H 0.92 -0.63 1.25
H -1.83 0.86 2.51
C 1.14 -1.71 -2.68
O 0.73 -0.44 -2.27
H 1.48 -1.77 -3.69
H 0.42 -2.54 -2.42
H 1.94 -1.99 -1.96
H 0.12 -0.14 -2.98

5
Properties=species:S:1:pos:R:3 method="wB97M-V/def2-TZVPD" e_tot_ha=-2772.49700 gap_ha=0.250 charge=-2 largest_force_ev_per_a=1.67 e_lumo_ha=0.1852 de_lowest_ev=0.010 homo_energy_ev=-1.8
Zn -0.20 -0.07 -0.01
I -0.85 0.00 2.76
I 2.36 -1.09 -0.15
I -1.41 -0.73 -2.55
F 0.10 1.90 -0.05

10
Properties=species:S:1:pos:R:3 method="wB97M-V/def2-TZVPD" e_tot_ha=-3292.75949 gap_ha="0.271 / 0.285" largest_force_ev_per_a=4.09 e_lumo_ha="-0.0808 / -0.0545" de_lowest_ev=3.739 homo_energy_ev="-9.6 / -9.2"
C -0.25 -1.52 0.25
C 1.28 0.26 -0.22
C -1.38 -0.97 -0.11
N 0.99 -0.94 -0.21
O 0.26 2.48 -1.11
O 0.09 2.13 1.30
S 0.00 1.55 -0.01
Br -3.17 -1.09 -0.02
H -0.15 -2.41 0.70
H 2.32 0.52 -0.56

43
Properties=species:S:1:pos:R:3 method="wB97M-V/def2-TZVPD" e_tot_ha=-1597.32291 smiles="O=C(OCC#CCNc1nnc(-c2cccc3ccccc23)o1)c1cccs1" gap_ha=0.290 largest_force_ev_per_a=2.87 e_lumo_ha=-0.0003 de_lowest_ev=0.125 homo_energy_ev=-7.9
O 5.59 -5.08 2.85
C 4.71 -4.54 3.51
O 3.79 -3.63 3.05
C 3.88 -3.23 1.67
C 2.70 -2.43 1.35
C 1.74 -1.72 1.16
C 0.56 -0.84 1.06
N 1.11 0.51 0.93
C 0.49 1.47 0.20
N 1.16 2.51 -0.18
N 0.30 3.22 -0.96
C -0.82 2.57 -1.05
C -1.98 2.87 -1.93
C -1.69 3.49 -3.14
C -2.72 3.84 -3.99
C -4.07 3.59 -3.67
C -4.39 3.03 -2.44
C -5.70 2.86 -2.06
C -6.04 2.39 -0.80
C -5.08 1.92 0.07
C -3.72 2.00 -0.28
C -3.37 2.64 -1.52
O -0.77 1.44 -0.27
C 4.59 -4.96 4.89
C 5.38 -5.84 5.57
C 4.97 -6.14 6.93
C 3.90 -5.31 7.29
S 3.34 -4.30 5.97
H 4.84 -2.70 1.55
H 3.90 -4.17 1.06
H -0.03 -0.93 1.98
H -0.02 -1.19 0.22
H 2.06 0.67 1.25
H -0.62 3.65 -3.40
H -2.48 4.32 -4.92
H -4.83 3.87 -4.38
H -6.50 3.11 -2.74
H -7.09 2.34 -0.52
H -5.35 1.53 1.04
H -3.01 1.68 0.49
H 6.22 -6.35 5.01
H 5.38 -6.92 7.56
H 3.43 -5.32 8.24

17
Properties=species:S:1:pos:R:3 method="wB97M-V/def2-TZVPD" e_tot_ha=-1766.76032 gap_ha=0.296 charge=+1 largest_force_ev_per_a=1.56 e_lumo_ha=-0.1712 homo_energy_ev=-12.7
O -1.51 1.18 2.52
P -1.60 1.28 0.92
Cl -3.61 1.16 0.64
S -1.11 -0.81 0.36
O -1.20 -1.72 1.71
C 0.65 -0.81 -0.04
C 1.10 0.46 -0.76
C 1.89 0.16 -2.00
I 0.74 -0.88 -3.47
H -2.41 1.13 2.89
H -1.95 -1.36 2.23
H 0.86 -1.72 -0.58
H 1.16 -0.88 0.92
H 0.29 1.13 -1.01
H 1.74 1.01 -0.09
H 2.78 -0.42 -1.80
H 2.22 1.09 -2.43